[1]
C3H4O2S2 | wB97M-V/def2-TZVPD

```
11
Properties=species:S:1:pos:R:3:forces:R:3:mulliken_charge:R:1
C -1.90178 0.20958 1.05839 0.362 -0.903 0.613 0.11
C 0.75097 -0.16382 0.70080 0.079 0.175 0.009 -0.67
C 1.65411 0.40006 -1.83992 0.396 -0.122 0.136 0.13
H -1.47578 1.19106 0.90039 0.162 0.734 -0.193 0.28
H 1.61159 -0.83718 0.53086 -0.501 0.314 0.303 0.33
H 0.74232 0.31583 1.68432 0.570 -0.210 -0.187 0.41
H 1.73435 1.10052 -2.69446 -0.024 -0.249 0.042 0.30
O -2.96100 0.01785 1.56694 -0.429 0.015 -0.252 -0.41
O 2.12589 -0.70339 -1.80988 -0.180 0.104 -0.214 -0.44
S -0.77847 -1.11093 0.61878 -0.327 -0.347 -0.167 -0.01
S 0.84401 1.17588 -0.49335 -0.107 0.489 -0.088 -0.03
```
Positions in Å, forces in eV/Å.

Orbital gap, Ha: 0.3739
Energy above the lowest of the compared OMol25 structures with the same formula, charge and spin, eV: 0.539
SMILES: O=CSCSC=O
Highest occupied orbital energy, eV: -9.7267
Charge: 0

=====

[2]
C6H10O | wB97M-V/def2-TZVPD

```
17
Properties=species:S:1:pos:R:3:forces:R:3:mulliken_charge:R:1
O 1.94497 -1.07004 1.27650 -0.187 -0.126 0.125 -0.51
C 1.66021 -1.04564 -0.05072 -0.030 -0.134 -0.416 0.11
C 0.66773 -1.67466 -0.66963 0.210 -0.029 0.091 -1.03
C -1.84375 -0.53541 0.49112 -0.169 0.159 0.025 -0.38
C -2.08836 0.75497 0.31697 -0.105 -0.183 0.086 -0.63
C 0.26435 2.42485 -0.56963 0.595 0.015 -0.062 -0.35
C 1.40369 2.04434 -0.57019 -0.435 0.372 -0.025 -0.49
H 1.21900 -1.51245 1.73705 0.167 0.011 -0.013 0.33
H 2.37351 -0.42908 -0.58512 -0.110 -0.121 0.050 0.43
H -0.01206 -2.33420 -0.13861 0.108 0.094 -0.049 0.38
H 0.48992 -1.50879 -1.72530 0.141 -0.095 0.117 0.22
H -1.38771 -0.90853 1.40540 -0.132 0.072 -0.100 0.20
H -2.07386 -1.27074 -0.27409 -0.023 0.134 0.114 0.25
H -2.52246 1.12846 -0.60768 0.005 -0.074 0.147 0.24
H -1.84749 1.48665 1.08307 -0.050 -0.123 -0.080 0.30
H -0.73638 2.78966 -0.56975 0.162 -0.046 -0.038 0.48
H 2.42534 1.74105 -0.57262 -0.147 0.072 0.027 0.42
```
Positions in Å, forces in eV/Å.

Orbital gap, Ha: 0.3615
Energy above the lowest of the compared OMol25 structures with the same formula, charge and spin, eV: 3.976
SMILES: C=CO.C#C.C=C
Highest occupied orbital energy, eV: -8.8962
Charge: 0

=====

[3]
CH6S | wB97M-V/def2-TZVPD

```
8
Properties=species:S:1:pos:R:3:forces:R:3:mulliken_charge:R:1
S -1.46370 -1.48376 0.01084 -0.006 -0.092 -0.005 -0.30
H -0.73078 -2.60641 0.00144 -0.006 0.057 0.002 0.14
H -2.59424 -2.16659 -0.20699 -0.018 0.004 0.004 0.15
C 0.96390 1.25456 0.02849 -0.094 -0.018 0.222 -0.94
H 1.17664 2.32039 0.06240 0.026 0.004 -0.099 0.27
H 1.87606 0.69377 -0.15869 0.019 0.016 -0.085 0.24
H 0.21611 1.03462 -0.72684 0.064 0.052 -0.163 0.21
H 0.55601 0.95343 0.98934 0.015 -0.024 0.124 0.23
```
Positions in Å, forces in eV/Å.

Orbital gap, Ha: 0.3934
Energy above the lowest of the compared OMol25 structures with the same formula, charge and spin, eV: 0.012
SMILES: C.S
Highest occupied orbital energy, eV: -9.8145
Charge: 0

=====

[4]
C3H8NS | wB97M-V/def2-TZVPD

```
13
Properties=species:S:1:pos:R:3:forces:R:3:mulliken_charge:R:1
C 1.34210 1.50657 -1.29093 -1.896 -0.100 -0.664 -0.64
S 2.70983 0.94861 -0.14317 -0.753 0.389 -0.891 -0.70
H 1.32986 2.65099 -1.33146 0.137 -1.539 -0.421 0.19
H 0.21453 1.26520 -0.88370 2.555 0.302 -0.878 0.11
H 1.37289 1.01225 -2.39710 0.061 1.327 2.486 0.15
C -1.91404 -1.40019 0.86316 -0.659 0.698 -1.097 -0.86
C -0.64356 -1.27382 0.37895 -1.899 -0.857 -0.120 0.18
N 0.27920 -0.57397 1.12116 -0.509 0.760 0.217 -0.47
H -2.18185 -0.95801 1.82150 0.172 0.141 -0.039 0.25
H -2.77205 -1.43645 0.15565 0.749 -0.959 0.529 0.19
H -0.48759 -1.90009 -0.57609 0.696 1.692 1.366 0.25
H -0.22302 0.16098 1.65708 0.320 -1.085 -0.199 0.32
H 0.97369 -0.00206 0.62493 1.024 -0.770 -0.290 0.03
```
Positions in Å, forces in eV/Å.

Orbital gap, Ha: 0.2536
Energy above the lowest of the compared OMol25 structures with the same formula, charge and spin, eV: 1.925
Highest occupied orbital energy, eV: -2.7678
Charge: -1

=====

[5]
C6H12Cl6 | wB97M-V/def2-TZVPD

```
24
Properties=species:S:1:pos:R:3:forces:R:3:mulliken_charge:R:1
Cl 25.45684 16.40716 3.48164 0.080 -0.147 0.099 -0.18
C 23.82326 15.73140 3.31156 -0.502 -0.175 -0.255 -0.28
C 22.77257 16.76514 3.69458 0.691 -0.148 -0.121 0.01
Cl 22.70116 18.05986 2.46705 -0.069 0.012 0.049 -0.21
H 23.71295 14.83596 3.92443 0.248 0.169 0.277 0.13
H 23.72657 15.38639 2.28373 -0.097 0.236 -0.055 0.37
H 23.09026 17.22130 4.62890 -0.257 0.098 0.046 0.37
H 21.77890 16.33818 3.78741 -0.047 -0.033 -0.066 -0.18
Cl 18.57445 20.06411 2.46283 -0.118 0.144 -0.151 -0.18
C 19.19556 18.84079 1.33047 -0.101 -1.062 0.653 -0.09
C 18.61158 17.45822 1.65465 -0.393 0.780 0.001 -0.54
Cl 19.02235 16.92341 3.30657 0.129 -0.164 -0.094 -0.16
H 20.26671 18.79994 1.49189 0.104 0.185 -0.362 0.00
H 18.90181 19.09741 0.31762 0.179 0.202 -0.040 0.32
H 18.94176 16.70823 0.94093 0.174 0.011 0.048 0.29
H 17.52552 17.52593 1.62699 0.005 -0.132 -0.034 0.37
Cl 19.61387 14.08935 6.09853 -0.135 0.252 0.100 -0.20
C 20.92069 13.48485 5.07607 0.218 -0.611 -0.568 0.05
C 21.48603 12.21748 5.68971 -0.128 -0.194 0.753 -0.48
Cl 22.37375 11.23492 4.49782 0.087 0.177 -0.028 -0.20
H 21.65205 14.27206 4.92446 0.114 -0.009 0.240 -0.20
H 20.53088 13.21868 4.09348 -0.265 0.178 0.101 0.33
H 20.67877 11.60428 6.08677 -0.116 -0.026 -0.339 0.34
H 22.12933 12.38600 6.55294 0.200 0.257 -0.253 0.34
```
Positions in Å, forces in eV/Å.

Orbital gap, Ha: 0.4171
Energy above the lowest of the compared OMol25 structures with the same formula, charge and spin, eV: 0.244
SMILES: ClCCCl.ClCCCl.ClCCCl
Highest occupied orbital energy, eV: -10.7338
Charge: 0

=====

[6]
C4H9NO2 | wB97M-V/def2-TZVPD

```
16
Properties=species:S:1:pos:R:3:forces:R:3:mulliken_charge:R:1
C -1.71934 -0.07115 -0.96685 -0.027 0.051 -0.205 -0.77
N -1.72630 -0.39936 0.46184 0.207 -0.101 0.243 -0.22
C -0.80276 -0.90600 1.26740 0.142 0.129 -0.220 -0.30
O 0.49314 -1.12751 1.01012 -0.199 -0.027 0.106 -0.29
C 1.23270 -0.57535 -0.09780 0.049 0.122 -0.208 -0.28
C 1.68520 0.83584 0.23610 0.276 -0.156 -0.045 -0.46
O 0.61426 1.75232 0.31248 -0.153 0.000 0.213 -0.52
H -2.73946 0.19688 -1.24902 0.140 -0.036 0.036 0.28
H -1.07047 0.79317 -1.13448 -0.074 -0.131 -0.047 0.31
H -1.39561 -0.91062 -1.59196 -0.021 0.114 0.091 0.32
H -2.01155 -1.29913 1.28351 -0.202 -0.107 0.037 0.45
H 2.10155 -1.23085 -0.20948 -0.111 0.106 0.020 0.34
H 0.65606 -0.59763 -1.02306 0.069 0.005 0.128 0.18
H 2.25941 0.81081 1.17365 -0.085 0.024 -0.133 0.29
H 2.34570 1.20119 -0.55775 -0.070 -0.093 0.094 0.34
H 0.07746 1.52737 1.08528 0.056 0.099 -0.110 0.32
```
Positions in Å, forces in eV/Å.

Orbital gap, Ha: 0.3484
Energy above the lowest of the compared OMol25 structures with the same formula, charge and spin, eV: 5.486
Highest occupied orbital energy, eV: -8.6014
Charge: 0

=====

[7]
C3H6OS2 | wB97M-V/def2-TZVPD

```
12
Properties=species:S:1:pos:R:3:forces:R:3:mulliken_charge:R:1
C 0.15380 0.24438 1.60399 -0.242 -0.835 0.444 -0.21
C -1.15727 1.13912 -0.30396 -0.319 -1.966 -2.419 -0.60
C -0.78150 0.11524 0.46865 -1.301 0.103 -0.368 0.49
O 1.18788 0.84448 1.52931 0.132 0.160 0.577 -0.44
S 1.83495 -0.50146 -1.53958 -1.595 0.753 -0.490 -0.28
S -1.39555 -1.54751 0.48652 -1.557 0.147 -1.736 -0.25
H -0.21051 -0.39004 2.49916 0.839 0.954 -0.579 0.27
H 2.64892 -1.42958 -2.00570 0.952 -0.151 0.573 0.13
H -1.76043 0.97533 -1.25689 0.338 0.023 1.691 0.24
H -0.56224 1.99661 -0.41656 0.582 1.330 0.764 0.32
H 2.34333 0.03979 -0.42190 0.715 -0.608 -0.165 0.17
H -2.30139 -1.48636 -0.64303 1.455 0.088 1.707 0.15
```
Positions in Å, forces in eV/Å.

Orbital gap, Ha: 0.3315
Energy above the lowest of the compared OMol25 structures with the same formula, charge and spin, eV: 2.289
SMILES: C=C(S)C=O.S
Highest occupied orbital energy, eV: -9.1143
Charge: 0